--- 1 ---
ORCA calculation (wB97M-V/def2-TZVPD) on 12 unconnected molecules or ions with the total composition C48H126N6O24.

Each atom is followed by the atoms it is bonded to, with distances in Å.
Positions of all 204 atoms, in Å:
1 C -3.910 0.031 -2.297  O2 1.387, H10 1.111, H11 1.071, H12 1.077
2 O -3.958 -1.313 -1.961  C1 1.387, C3 1.397
3 C -4.982 -1.753 -1.120  O2 1.397, C4 1.505, H13 1.120, H14 1.067
4 C -5.315 -3.217 -1.226  C3 1.505, N5 1.394, H15 1.046, H16 1.095
5 N -4.302 -4.088 -0.826  C4 1.394, C6 1.529, H17 1.010
6 C -4.668 -5.563 -0.989  N5 1.529, C7 1.451, H18 1.053, H19 1.097
7 C -3.509 -6.416 -0.799  C6 1.451, O8 1.425, H20 1.110, H21 1.118
8 O -3.993 -7.755 -0.800  C7 1.425, C9 1.432
9 C -2.861 -8.584 -0.515  O8 1.432, H22 1.128, H23 1.120, H24 1.110
10 H -3.627 0.669 -1.431  C1 1.111
11 H -4.893 0.239 -2.667  C1 1.071
12 H -3.128 0.146 -3.028  C1 1.077
13 H -5.982 -1.266 -1.256  C3 1.120
14 H -4.766 -1.515 -0.102  C3 1.067
15 H -5.538 -3.283 -2.246  C4 1.046
16 H -6.219 -3.404 -0.639  C4 1.095
17 H -4.098 -3.953 0.153  N5 1.010
18 H -5.141 -5.577 -1.929  C6 1.053
19 H -5.435 -5.869 -0.267  C6 1.097
20 H -3.079 -6.209 0.203  C7 1.110
21 H -2.697 -6.342 -1.565  C7 1.118
22 H -2.409 -8.289 0.475  C9 1.128
23 H -2.165 -8.414 -1.376  C9 1.120
24 H -3.139 -9.656 -0.439  C9 1.110
25 C -5.469 -0.906 2.053  O26 1.474, H34 1.078, H35 1.055, H36 1.095
26 O -4.652 -2.087 2.385  C25 1.474, C27 1.421
27 C -3.252 -1.917 2.206  O26 1.421, C28 1.556, H37 1.061, H38 1.130
28 C -2.620 -3.230 2.752  C27 1.556, N29 1.473, H39 1.064, H40 1.125
29 N -3.167 -4.445 2.126  C28 1.473, C30 1.487, H41 1.006
30 C -2.901 -5.648 2.959  N29 1.487, C31 1.507, H42 1.078, H43 1.111
31 C -4.094 -6.562 2.844  C30 1.507, O32 1.394, H44 1.150, H45 1.096
32 O -4.053 -7.711 3.631  C31 1.394, C33 1.383
33 C -3.256 -8.757 3.202  O32 1.383, H46 1.095, H47 1.068, H48 1.138
34 H -4.940 -0.102 2.540  C25 1.078
35 H -6.423 -1.092 2.462  C25 1.055
36 H -5.545 -0.711 0.978  C25 1.095
37 H -2.851 -1.021 2.608  C27 1.061
38 H -2.949 -1.853 1.119  C27 1.130
39 H -2.865 -3.210 3.787  C28 1.064
40 H -1.530 -3.126 2.495  C28 1.125
41 H -4.160 -4.310 2.214  N29 1.006
42 H -2.836 -5.422 4.011  C30 1.078
43 H -1.942 -6.151 2.710  C30 1.111
44 H -4.320 -6.863 1.758  C31 1.150
45 H -4.964 -6.008 3.214  C31 1.096
46 H -3.234 -9.513 3.995  C33 1.095
47 H -2.262 -8.375 3.125  C33 1.068
48 H -3.610 -9.274 2.252  C33 1.138
49 C 2.638 -3.952 2.860  O50 1.412, H58 1.137, H59 1.128, H60 1.117
50 O 3.506 -2.870 2.599  C49 1.412, C51 1.391
51 C 2.908 -1.785 1.966  O50 1.391, C52 1.516, H61 1.070, H62 1.189
52 C 3.948 -1.032 1.160  C51 1.516, N53 1.444, H63 1.139, H64 1.122
53 N 4.645 -1.897 0.239  C52 1.444, C54 1.457, H65 1.016
54 C 3.849 -2.502 -0.821  N53 1.457, C55 1.478, H66 1.121, H67 1.081
55 C 3.611 -3.946 -0.612  C54 1.478, O56 1.458, H68 1.106, H69 1.120
56 O 4.905 -4.572 -0.370  C55 1.458, C57 1.420
57 C 5.507 -5.097 -1.545  O56 1.420, H70 1.137, H71 1.042, H72 1.146
58 H 2.448 -4.523 1.895  C49 1.137
59 H 1.599 -3.739 3.246  C49 1.128
60 H 3.134 -4.635 3.591  C49 1.117
61 H 2.281 -1.179 2.587  C51 1.070
62 H 2.097 -2.258 1.235  C51 1.189
63 H 4.786 -0.669 1.839  C52 1.139
64 H 3.535 -0.114 0.665  C52 1.122
65 H 5.181 -2.617 0.716  N53 1.016
66 H 4.438 -2.531 -1.774  C54 1.121
67 H 2.967 -1.940 -1.096  C54 1.081
68 H 2.966 -4.377 -1.401  C55 1.106
69 H 3.049 -4.093 0.345  C55 1.120
70 H 5.746 -4.245 -2.259  C57 1.137
71 H 4.932 -5.811 -2.041  C57 1.042
72 H 6.567 -5.505 -1.391  C57 1.146
73 C 0.281 -5.549 0.490  O74 1.404, H82 1.115, H83 1.088, H84 1.042
74 O 0.662 -4.278 0.030  C73 1.404, C75 1.455
75 C -0.404 -3.293 -0.069  O74 1.455, C76 1.487, H85 1.108, H86 1.069
76 C -0.923 -2.882 -1.401  C75 1.487, N77 1.513, H87 1.117, H88 1.146
77 N 0.171 -2.339 -2.293  C76 1.513, C78 1.478, H89 0.995
78 C -0.297 -2.197 -3.687  N77 1.478, C79 1.520, H90 1.107, H91 1.078
79 C 0.021 -3.342 -4.636  C78 1.520, O80 1.475, H92 1.053, H93 1.099
80 O 1.468 -3.244 -4.902  C79 1.475, C81 1.379
81 C 2.037 -4.021 -5.889  O80 1.379, H94 1.096, H95 1.073, H96 1.101
82 H 1.017 -6.363 0.289  C73 1.115
83 H -0.666 -5.948 0.135  C73 1.088
84 H 0.349 -5.498 1.528  C73 1.042
85 H 0.010 -2.381 0.405  C75 1.108
86 H -1.304 -3.571 0.438  C75 1.069
87 H -1.756 -2.141 -1.337  C76 1.117
88 H -1.448 -3.759 -1.920  C76 1.146
89 H 0.917 -2.997 -2.259  N77 0.995
90 H 0.075 -1.312 -4.240  C78 1.107
91 H -1.357 -2.053 -3.560  C78 1.078
92 H -0.437 -3.234 -5.578  C79 1.053
93 H -0.145 -4.358 -4.251  C79 1.099
94 H 2.488 -4.964 -5.562  C81 1.096
95 H 2.795 -3.442 -6.380  C81 1.073
96 H 1.358 -4.284 -6.716  C81 1.101
97 C 6.180 3.303 2.329  O98 1.398, H106 1.059, H107 1.078, H108 1.059
98 O 5.335 4.346 1.939  C97 1.398, C99 1.407
99 C 4.103 3.917 1.409  O98 1.407, C100 1.495, H109 1.076, H110 1.074
100 C 3.433 5.109 0.804  C99 1.495, N101 1.434, H111 1.142, H112 1.140
101 N 4.054 5.516 -0.422  C100 1.434, C102 1.494, H113 1.057
102 C 3.451 6.772 -0.962  N101 1.494, C103 1.538, H114 1.113, H115 1.119
103 C 4.259 7.225 -2.191  C102 1.538, O104 1.448, H116 1.057, H117 1.098
104 O 5.615 7.508 -1.770  C103 1.448, C105 1.448
105 C 6.462 7.822 -2.902  O104 1.448, H118 1.067, H119 1.108, H120 1.095
106 H 6.359 2.566 1.589  C97 1.059
107 H 5.768 2.787 3.181  C97 1.078
108 H 7.089 3.748 2.639  C97 1.059
109 H 3.482 3.415 2.130  C99 1.076
110 H 4.286 3.264 0.575  C99 1.074
111 H 3.373 5.872 1.653  C100 1.142
112 H 2.351 4.791 0.642  C100 1.140
113 H 5.076 5.748 -0.281  N101 1.057
114 H 3.515 7.628 -0.255  C102 1.113
115 H 2.375 6.522 -1.138  C102 1.119
116 H 3.799 8.081 -2.605  C103 1.057
117 H 4.383 6.420 -2.928  C103 1.098
118 H 6.288 7.192 -3.745  C105 1.067
119 H 7.534 7.814 -2.621  C105 1.108
120 H 6.181 8.839 -3.197  C105 1.095
121 C -4.844 5.913 -3.475  O122 1.453, H130 1.093, H131 1.113, H132 1.097
122 O -3.465 5.453 -3.479  C121 1.453, C123 1.411
123 C -2.553 6.218 -2.722  O122 1.411, C124 1.531, H133 1.150, H134 1.120
124 C -1.128 5.696 -2.928  C123 1.531, N125 1.540, H135 1.002, H136 1.103
125 N -1.143 4.228 -2.461  C124 1.540, C126 1.460, H137 1.049
126 C 0.055 3.626 -3.040  N125 1.460, C127 1.563, H138 1.088, H139 1.104
127 C 0.133 3.384 -4.582  C126 1.563, O128 1.382, H140 1.101, H141 1.120
128 O -0.991 2.652 -4.917  C127 1.382, C129 1.428
129 C -1.419 2.820 -6.269  O128 1.428, H142 1.097, H143 1.114, H144 1.048
130 H -5.038 6.736 -4.168  C121 1.093
131 H -5.169 6.178 -2.444  C121 1.113
132 H -5.493 5.126 -3.878  C121 1.097
133 H -2.778 6.179 -1.595  C123 1.150
134 H -2.716 7.294 -2.989  C123 1.120
135 H -0.438 6.233 -2.437  C124 1.002
136 H -0.869 5.734 -4.000  C124 1.103
137 H -1.957 3.845 -3.000  N125 1.049
138 H 0.120 2.622 -2.625  C126 1.088
139 H 0.993 4.112 -2.718  C126 1.104
140 H 1.042 2.818 -4.841  C127 1.101
141 H 0.184 4.331 -5.179  C127 1.120
142 H -2.442 2.425 -6.284  C129 1.097
143 H -0.814 2.207 -6.974  C129 1.114
144 H -1.584 3.822 -6.529  C129 1.048
145 C 4.723 2.660 -2.742  C146 1.525, O148 1.462, H149 1.083, H150 1.065
146 C 3.685 1.549 -2.862  C145 1.525, O147 1.433, H151 1.110, H152 1.136
147 O 2.939 1.624 -1.640  C146 1.433, H153 0.968
148 O 4.294 4.053 -2.855  C145 1.462, H154 0.945
149 H 5.504 2.550 -3.483  C145 1.083
150 H 5.201 2.605 -1.792  C145 1.065
151 H 4.258 0.605 -2.968  C146 1.110
152 H 3.076 1.709 -3.806  C146 1.136
153 H 2.347 0.859 -1.672  O147 0.968
154 H 4.283 4.370 -1.964  O148 0.945
155 C -0.397 5.214 1.997  C156 1.507, O158 1.455, H159 1.097, H160 1.111
156 C -0.737 5.382 0.538  C155 1.507, O157 1.484, H161 1.113, H162 1.088
157 O -1.790 4.373 0.262  C156 1.484, H163 0.955
158 O 0.678 6.062 2.489  C155 1.455, H164 0.938
159 H -0.034 4.191 2.161  C155 1.097
160 H -1.279 5.323 2.663  C155 1.111
161 H 0.262 5.225 0.073  C156 1.113
162 H -1.147 6.358 0.287  C156 1.088
163 H -1.524 4.044 -0.594  O157 0.955
164 H 0.232 6.860 2.700  O158 0.938
165 C -0.671 -0.561 5.724  C166 1.542, O168 1.445, H169 1.151, H170 1.089
166 C 0.233 -1.197 4.649  C165 1.542, O167 1.460, H171 1.125, H172 1.131
167 O -0.401 -1.221 3.333  C166 1.460, H173 1.004
168 O -1.076 0.761 5.306  C165 1.445, H174 1.002
169 H -0.136 -0.477 6.740  C165 1.151
170 H -1.557 -1.189 5.799  C165 1.089
171 H 0.477 -2.277 4.848  C166 1.125
172 H 1.192 -0.598 4.681  C166 1.131
173 H -0.231 -0.348 2.868  O167 1.004
174 H -1.866 0.758 4.689  O168 1.002
175 C -0.093 0.253 -0.063  C176 1.516, O178 1.405, H179 1.106, H180 1.082
176 C 0.294 1.574 0.573  C175 1.516, O177 1.423, H181 1.044, H182 1.044
177 O -0.321 1.491 1.853  C176 1.423, H183 1.010
178 O 0.566 0.131 -1.297  C175 1.405, H184 0.985
179 H -1.195 0.337 -0.115  C175 1.106
180 H 0.198 -0.536 0.618  C175 1.082
181 H -0.130 2.342 0.007  C176 1.044
182 H 1.323 1.698 0.699  C176 1.044
183 H 0.230 1.884 2.603  O177 1.010
184 H 0.442 -0.751 -1.717  O178 0.985
185 C -4.203 2.792 1.724  C186 1.506, O188 1.421, H189 1.046, H190 1.079
186 C -3.177 2.686 2.822  C185 1.506, O187 1.434, H191 1.092, H192 1.122
187 O -2.667 1.383 3.134  C186 1.434, H193 0.958
188 O -4.434 4.194 1.691  C185 1.421, H194 0.938
189 H -5.121 2.307 1.850  C185 1.046
190 H -3.706 2.483 0.817  C185 1.079
191 H -3.767 3.025 3.675  C186 1.092
192 H -2.295 3.368 2.701  C186 1.122
193 H -1.824 1.365 2.679  O187 0.958
194 H -3.673 4.557 1.280  O188 0.938
195 C 1.727 2.888 5.183  C196 1.537, O198 1.422, H199 1.042, H200 1.124
196 C 3.002 2.040 5.055  C195 1.537, O197 1.439, H201 1.092, H202 1.055
197 O 2.934 0.924 5.961  C196 1.439, H203 0.938
198 O 0.640 2.451 4.377  C195 1.422, H204 1.000
199 H 1.889 3.898 4.983  C195 1.042
200 H 1.324 2.791 6.227  C195 1.124
201 H 3.880 2.648 5.287  C196 1.092
202 H 2.999 1.693 4.058  C196 1.055
203 H 3.581 0.287 5.730  O197 0.938
204 H 0.158 1.681 4.794  O198 1.000

Values from the calculation:
SMILES: COCCNCCOC.COCCNCCOC.COCCNCCOC.COCCNCCOC.COCCNCCOC.COCCNCCOC.OCCO.OCCO.OCCO.OCCO.OCCO.OCCO
Total charge: 0
Highest occupied orbital energy, eV: -8.11

--- 2 ---
ORCA calculation (wB97M-V/def2-TZVPD) on 12 unconnected molecules or ions with the total composition C48H126N6O24.

Each atom is followed by the atoms it is bonded to, with distances in Å.
Positions of all 204 atoms, in Å:
1 C 1.977 -1.698 6.864  O2 1.405, H10 1.091, H11 1.092, H12 1.094
2 O 3.015 -2.354 7.547  C1 1.405, C3 1.392
3 C 4.226 -2.372 6.861  O2 1.392, C4 1.503, H13 1.086, H14 1.100
4 C 4.138 -3.335 5.710  C3 1.503, N5 1.457, H15 1.094, H16 1.110
5 N 5.181 -3.213 4.700  C4 1.457, C6 1.458, H17 1.017
6 C 6.564 -3.229 5.160  N5 1.458, C7 1.509, H18 1.110, H19 1.091
7 C 7.500 -3.089 3.984  C6 1.509, O8 1.394, H20 1.102, H21 1.100
8 O 7.344 -4.209 3.169  C7 1.394, C9 1.396
9 C 7.986 -4.059 1.939  O8 1.396, H22 1.100, H23 1.104, H24 1.084
10 H 1.949 -1.845 5.783  C1 1.091
11 H 1.988 -0.646 7.157  C1 1.092
12 H 1.036 -2.113 7.238  C1 1.094
13 H 4.976 -2.709 7.570  C3 1.086
14 H 4.478 -1.376 6.466  C3 1.100
15 H 3.182 -3.196 5.196  C4 1.094
16 H 4.081 -4.361 6.132  C4 1.110
17 H 5.128 -4.014 4.075  N5 1.017
18 H 6.775 -4.199 5.655  C6 1.110
19 H 6.766 -2.436 5.882  C6 1.091
20 H 8.517 -3.089 4.410  C7 1.102
21 H 7.263 -2.152 3.461  C7 1.100
22 H 9.055 -3.834 2.064  C9 1.100
23 H 7.555 -3.173 1.440  C9 1.104
24 H 7.869 -4.882 1.243  C9 1.084
25 C -7.512 8.897 -1.900  O26 1.388, H34 1.088, H35 1.099, H36 1.095
26 O -6.496 8.078 -2.370  C25 1.388, C27 1.410
27 C -5.917 8.580 -3.554  O26 1.410, C28 1.479, H37 1.105, H38 1.099
28 C -4.620 7.897 -3.749  C27 1.479, N29 1.464, H39 1.092, H40 1.117
29 N -3.663 8.240 -2.695  C28 1.464, C30 1.461, H41 1.019
30 C -2.466 7.401 -2.708  N29 1.461, C31 1.509, H42 1.099, H43 1.087
31 C -2.514 6.031 -2.078  C30 1.509, O32 1.377, H44 1.102, H45 1.107
32 O -3.122 5.985 -0.843  C31 1.377, C33 1.416
33 C -3.115 4.685 -0.282  O32 1.416, H46 1.096, H47 1.087, H48 1.105
34 H -8.027 8.287 -1.161  C25 1.088
35 H -8.219 9.135 -2.708  C25 1.099
36 H -7.175 9.840 -1.457  C25 1.095
37 H -5.785 9.663 -3.376  C27 1.105
38 H -6.573 8.502 -4.433  C27 1.099
39 H -4.206 8.101 -4.739  C28 1.092
40 H -4.898 6.815 -3.719  C28 1.117
41 H -4.132 8.126 -1.798  N29 1.019
42 H -1.780 8.006 -2.099  C30 1.099
43 H -2.042 7.264 -3.699  C30 1.087
44 H -1.452 5.742 -2.015  C31 1.102
45 H -3.038 5.330 -2.756  C31 1.107
46 H -3.694 3.983 -0.892  C33 1.096
47 H -3.483 4.761 0.738  C33 1.087
48 H -2.057 4.377 -0.194  C33 1.105
49 C 2.068 3.616 0.691  O50 1.367, H58 1.100, H59 1.104, H60 1.099
50 O 3.065 3.275 1.561  C49 1.367, C51 1.420
51 C 3.067 1.876 1.806  O50 1.420, C52 1.498, H61 1.105, H62 1.100
52 C 4.261 1.574 2.658  C51 1.498, N53 1.501, H63 1.104, H64 1.095
53 N 4.176 2.235 4.003  C52 1.501, C54 1.471, H65 1.018
54 C 3.521 1.369 4.995  N53 1.471, C55 1.524, H66 1.091, H67 1.101
55 C 3.002 2.173 6.181  C54 1.524, O56 1.406, H68 1.102, H69 1.090
56 O 1.709 2.686 5.979  C55 1.406, C57 1.404
57 C 1.631 3.697 5.008  O56 1.404, H70 1.102, H71 1.089, H72 1.097
58 H 1.917 4.704 0.730  C49 1.100
59 H 1.074 3.222 0.964  C49 1.104
60 H 2.276 3.383 -0.363  C49 1.099
61 H 3.114 1.373 0.823  C51 1.105
62 H 2.122 1.576 2.282  C51 1.100
63 H 5.154 1.958 2.134  C52 1.104
64 H 4.431 0.492 2.666  C52 1.095
65 H 3.501 2.977 3.830  N53 1.018
66 H 4.260 0.642 5.333  C54 1.091
67 H 2.632 0.849 4.606  C54 1.101
68 H 3.724 2.960 6.451  C55 1.102
69 H 2.955 1.506 7.042  C55 1.090
70 H 2.488 4.390 5.015  C57 1.102
71 H 0.742 4.315 5.127  C57 1.089
72 H 1.576 3.227 4.019  C57 1.097
73 C 0.069 2.745 -2.352  O74 1.422, H82 1.091, H83 1.097, H84 1.098
74 O 0.086 1.592 -1.520  C73 1.422, C75 1.387
75 C -0.983 1.536 -0.638  O74 1.387, C76 1.501, H85 1.097, H86 1.098
76 C -0.904 0.172 -0.017  C75 1.501, N77 1.473, H87 1.094, H88 1.099
77 N 0.088 0.102 1.070  C76 1.473, C78 1.464, H89 1.030
78 C 0.225 -1.278 1.540  N77 1.464, C79 1.493, H90 1.102, H91 1.103
79 C 0.893 -1.359 2.872  C78 1.493, O80 1.409, H92 1.100, H93 1.094
80 O 2.289 -1.188 2.792  C79 1.409, C81 1.363
81 C 2.992 -2.254 2.315  O80 1.363, H94 1.098, H95 1.094, H96 1.110
82 H 1.019 2.777 -2.887  C73 1.091
83 H -0.009 3.673 -1.774  C73 1.097
84 H -0.743 2.596 -3.076  C73 1.098
85 H -1.969 1.671 -1.100  C75 1.097
86 H -0.825 2.324 0.110  C75 1.098
87 H -0.725 -0.569 -0.802  C76 1.094
88 H -1.876 -0.067 0.435  C76 1.099
89 H 0.992 0.288 0.612  N77 1.030
90 H 0.697 -2.003 0.857  C78 1.102
91 H -0.753 -1.778 1.643  C78 1.103
92 H 0.676 -2.301 3.397  C79 1.100
93 H 0.544 -0.578 3.553  C79 1.094
94 H 2.589 -3.254 2.523  C81 1.098
95 H 4.011 -2.212 2.711  C81 1.094
96 H 3.172 -2.235 1.220  C81 1.110
97 C 1.287 5.994 -3.893  O98 1.384, H106 1.092, H107 1.110, H108 1.102
98 O -0.024 5.736 -4.257  C97 1.384, C99 1.407
99 C -0.133 5.076 -5.495  O98 1.407, C100 1.467, H109 1.103, H110 1.098
100 C -1.547 4.960 -5.867  C99 1.467, N101 1.435, H111 1.091, H112 1.105
101 N -1.737 3.981 -6.898  C100 1.435, C102 1.475, H113 1.010
102 C -3.113 3.936 -7.429  N101 1.475, C103 1.509, H114 1.097, H115 1.098
103 C -4.174 3.539 -6.432  C102 1.509, O104 1.408, H116 1.104, H117 1.098
104 O -3.818 2.306 -5.853  C103 1.408, C105 1.358
105 C -4.350 2.124 -4.617  O104 1.358, H118 1.105, H119 1.106, H120 1.087
106 H 1.322 6.571 -2.966  C97 1.092
107 H 1.885 6.658 -4.552  C97 1.110
108 H 1.911 5.091 -3.799  C97 1.102
109 H 0.350 4.092 -5.366  C99 1.103
110 H 0.423 5.612 -6.276  C99 1.098
111 H -1.927 5.931 -6.187  C100 1.091
112 H -2.127 4.654 -4.977  C100 1.105
113 H -1.465 3.039 -6.653  N101 1.010
114 H -3.102 3.244 -8.280  C102 1.097
115 H -3.349 4.899 -7.899  C102 1.098
116 H -5.132 3.470 -6.977  C103 1.104
117 H -4.319 4.294 -5.648  C103 1.098
118 H -5.408 2.435 -4.557  C105 1.105
119 H -3.888 2.692 -3.788  C105 1.106
120 H -4.291 1.061 -4.399  C105 1.087
121 C 1.314 -1.651 -2.302  O122 1.381, H130 1.096, H131 1.086, H132 1.106
122 O 0.728 -2.628 -3.082  C121 1.381, C123 1.411
123 C 1.404 -3.860 -2.967  O122 1.411, C124 1.504, H133 1.106, H134 1.101
124 C 0.755 -4.921 -3.813  C123 1.504, N125 1.428, H135 1.097, H136 1.111
125 N -0.585 -5.277 -3.469  C124 1.428, C126 1.429, H137 1.026
126 C -1.009 -6.408 -4.234  N125 1.429, C127 1.505, H138 1.091, H139 1.105
127 C -2.452 -6.712 -3.935  C126 1.505, O128 1.393, H140 1.112, H141 1.098
128 O -2.898 -7.958 -4.370  C127 1.393, C129 1.389
129 C -2.878 -8.106 -5.751  O128 1.389, H142 1.087, H143 1.105, H144 1.108
130 H 1.210 -1.940 -1.250  C121 1.096
131 H 0.874 -0.686 -2.535  C121 1.086
132 H 2.390 -1.498 -2.511  C121 1.106
133 H 1.378 -4.157 -1.903  C123 1.106
134 H 2.430 -3.710 -3.338  C123 1.101
135 H 1.503 -5.724 -3.789  C124 1.097
136 H 0.811 -4.540 -4.855  C124 1.111
137 H -1.225 -4.476 -3.470  N125 1.026
138 H -0.415 -7.273 -3.935  C126 1.091
139 H -0.923 -6.226 -5.320  C126 1.105
140 H -3.132 -5.913 -4.304  C127 1.112
141 H -2.636 -6.597 -2.859  C127 1.098
142 H -3.207 -9.111 -5.999  C129 1.087
143 H -1.887 -7.960 -6.215  C129 1.105
144 H -3.517 -7.383 -6.297  C129 1.108
145 C 7.491 -0.779 -0.203  C146 1.495, O148 1.436, H149 1.096, H150 1.095
146 C 6.023 -0.759 0.084  C145 1.495, O147 1.430, H151 1.086, H152 1.096
147 O 5.242 -0.467 -1.077  C146 1.430, H153 0.960
148 O 7.945 -1.944 -0.908  C145 1.436, H154 0.964
149 H 8.004 -0.819 0.765  C145 1.096
150 H 7.828 0.131 -0.710  C145 1.095
151 H 5.871 0.027 0.818  C146 1.086
152 H 5.700 -1.740 0.451  C146 1.096
153 H 5.517 -1.022 -1.810  O147 0.960
154 H 7.402 -2.092 -1.691  O148 0.964
155 C -7.825 -1.028 0.116  C156 1.495, O158 1.418, H159 1.111, H160 1.099
156 C -6.641 -1.469 -0.683  C155 1.495, O157 1.384, H161 1.095, H162 1.092
157 O -6.869 -2.574 -1.485  C156 1.384, H163 0.962
158 O -8.190 -2.007 1.075  C155 1.418, H164 0.961
159 H -8.669 -0.791 -0.568  C155 1.111
160 H -7.583 -0.063 0.585  C155 1.099
161 H -5.906 -1.768 0.071  C156 1.095
162 H -6.268 -0.648 -1.298  C156 1.092
163 H -7.778 -2.605 -1.800  O157 0.962
164 H -8.967 -1.695 1.546  O158 0.961
165 C -3.636 -2.922 -2.553  C166 1.530, O168 1.443, H169 1.091, H170 1.100
166 C -3.405 -3.851 -1.360  C165 1.530, O167 1.389, H171 1.095, H172 1.092
167 O -2.176 -3.701 -0.729  C166 1.389, H173 0.963
168 O -2.857 -3.353 -3.689  C165 1.443, H174 0.961
169 H -3.455 -1.868 -2.335  C165 1.091
170 H -4.708 -3.067 -2.751  C165 1.100
171 H -3.587 -4.872 -1.711  C166 1.095
172 H -4.137 -3.582 -0.597  C166 1.092
173 H -1.465 -3.853 -1.361  O167 0.963
174 H -3.400 -3.228 -4.471  O168 0.961
175 C 5.031 -5.195 0.325  C176 1.529, O178 1.406, H179 1.103, H180 1.089
176 C 3.616 -5.066 -0.240  C175 1.529, O177 1.420, H181 1.094, H182 1.094
177 O 2.631 -5.568 0.651  C176 1.420, H183 0.964
178 O 5.573 -6.476 0.121  C175 1.406, H184 0.962
179 H 4.901 -4.973 1.397  C175 1.103
180 H 5.656 -4.391 -0.060  C175 1.089
181 H 3.504 -5.563 -1.209  C176 1.094
182 H 3.407 -3.998 -0.352  C176 1.094
183 H 2.737 -6.524 0.721  O177 0.964
184 H 5.089 -7.085 0.687  O178 0.962
185 C -1.611 1.477 4.084  C186 1.511, O188 1.445, H189 1.091, H190 1.091
186 C -2.934 1.658 3.378  C185 1.511, O187 1.433, H191 1.100, H192 1.104
187 O -3.267 3.036 3.169  C186 1.433, H193 0.971
188 O -0.568 1.938 3.195  C185 1.445, H194 0.997
189 H -1.408 0.434 4.332  C185 1.091
190 H -1.516 2.187 4.907  C185 1.091
191 H -3.751 1.221 3.970  C186 1.100
192 H -2.945 1.121 2.413  C186 1.104
193 H -2.435 3.526 3.066  O187 0.971
194 H -0.305 1.209 2.567  O188 0.997
195 C -2.365 -3.478 4.906  C196 1.498, O198 1.436, H199 1.088, H200 1.100
196 C -3.123 -4.366 5.845  C195 1.498, O197 1.429, H201 1.102, H202 1.097
197 O -2.555 -5.675 5.762  C196 1.429, H203 0.961
198 O -1.001 -3.317 5.325  C195 1.436, H204 0.962
199 H -2.812 -2.491 4.803  C195 1.088
200 H -2.372 -3.965 3.919  C195 1.100
201 H -4.183 -4.362 5.545  C196 1.102
202 H -3.037 -3.975 6.866  C196 1.097
203 H -2.844 -6.164 6.536  O197 0.961
204 H -0.511 -4.068 4.977  O198 0.962

Values from the calculation:
SMILES: COCCNCCOC.COCCNCCOC.COCCNCCOC.COCCNCCOC.COCCNCCOC.COCCNCCOC.OCCO.OCCO.OCCO.OCCO.OCCO.OCCO
Total charge: 0
Highest occupied orbital energy, eV: -8.55

Which is less stable than every other structure shown? 1 is.